Record 1
100
Properties=species:S:1:pos:R:3:forces:R:3 method="wB97M-V/def2-TZVPD" lumo_energy_ev=-0.98 homo_energy_ev=-9.247 smiles=CN(C)B(O)c1nnc(CCCBr)nn1.CC(C)O.CC(C)O.CC(C)O.CC(C)O.CC(C)O.CC(C)O multiplicity=1 e_above_lowest_kj_mol=322.45 total_charge=0 fmax_ev_per_a=4.185 homo_lumo_gap_ha=0.3037
C -0.10280 4.36242 0.41604 1.4 0.6 0.7
N -1.08611 4.91321 -0.59614 -0.2 -1.8 -0.8
C -0.32767 5.32971 -1.84712 0.5 0.6 -0.5
B -2.17393 3.87143 -0.92872 -0.4 0.8 0.2
O -3.60654 4.21735 -1.09578 3.6 -0.3 -1.6
C -1.59857 2.29499 -1.06410 -1.3 1.2 0.4
N -1.68791 1.53811 0.14767 0.8 1.2 -3.9
N -1.20000 0.32935 0.05489 1.3 -0.2 -3.9
C -0.67688 0.01221 -1.23954 0.6 -2.7 0.0
C 0.00200 -1.51935 -1.34277 -0.7 1.1 0.0
C 1.61773 -1.29341 -1.18012 -0.3 0.0 0.3
C 2.55443 -2.27766 -2.09765 1.6 0.6 2.3
Br 2.05193 -2.36650 -4.03302 0.2 0.0 1.5
N -0.62608 0.75447 -2.46272 -0.4 -1.6 3.8
N -1.11415 1.96321 -2.36969 -1.1 0.1 4.0
H -0.60551 3.80689 1.32084 0.8 1.0 -2.0
H 0.47412 5.30072 0.87526 -1.2 -2.0 -0.9
H 0.75012 3.68817 -0.07022 -1.8 1.1 1.0
H 0.64603 5.91225 -1.49280 -2.1 -1.2 -0.9
H -0.97328 6.04815 -2.51733 1.2 -1.4 1.4
H -0.00625 4.41721 -2.52395 -0.5 1.7 1.4
H -3.65730 4.79044 -1.91981 -0.1 -0.6 1.6
H -0.41923 -2.24431 -0.50577 0.8 1.8 -1.6
H -0.33922 -1.96698 -2.36882 1.0 1.0 1.8
H 1.87271 -1.50956 -0.03693 -0.4 0.5 -2.5
H 1.83833 -0.13768 -1.36456 -0.2 -2.7 0.1
H 2.64508 -3.34136 -1.56751 -0.6 2.2 -1.7
H 3.65902 -1.82798 -2.05147 -2.5 -1.0 -0.4
C -1.47385 -2.67988 2.85043 0.3 -0.2 0.1
C -2.63252 -2.00206 3.56435 0.0 0.1 -0.7
C -3.93767 -2.19357 2.80836 -0.3 -0.1 0.1
O -2.35969 -0.60876 3.68995 0.0 0.2 0.1
H -1.32777 -2.25612 1.85050 -0.2 0.0 0.1
H -0.53912 -2.52328 3.39931 -0.1 -0.1 0.0
H -1.64629 -3.75618 2.75195 0.0 0.1 0.0
H -2.73016 -2.40938 4.57653 0.0 0.2 0.0
H -3.87893 -1.75257 1.80693 0.1 -0.1 0.0
H -4.76037 -1.69009 3.32728 0.1 -0.1 0.0
H -4.18395 -3.25531 2.70871 0.0 0.1 0.0
H -2.27128 -0.23860 2.79593 0.0 -0.2 0.3
C -3.49155 -1.14626 7.57684 -0.4 0.0 0.0
C -2.53126 -1.77125 8.57627 0.2 0.4 -0.5
C -1.42435 -0.80279 8.96156 0.1 0.1 0.4
O -1.95537 -2.94449 8.00762 0.1 -0.3 -0.1
H -2.97146 -0.87283 6.65189 0.1 0.1 0.1
H -4.27567 -1.85875 7.29932 0.1 0.1 0.1
H -3.96332 -0.24952 7.99053 0.1 0.0 -0.1
H -3.08099 -2.07761 9.47287 0.1 -0.2 -0.2
H -0.83099 -0.51718 8.08569 -0.2 0.0 0.0
H -0.73399 -1.27031 9.67177 -0.2 0.0 0.0
H -1.83422 0.10419 9.41680 0.0 -0.1 -0.1
H -1.46525 -2.68210 7.21071 -0.2 0.0 0.4
C 5.80965 -5.22552 -5.63582 -0.3 -0.3 0.1
C 5.60212 -3.72466 -5.76226 0.7 -0.2 -0.1
C 6.61314 -3.10343 -6.71279 -0.2 0.3 -0.2
O 5.72875 -3.12056 -4.47753 0.0 0.1 0.3
H 6.80417 -5.45125 -5.23487 0.0 0.1 -0.1
H 5.08300 -5.65712 -4.93925 0.0 0.1 -0.1
H 5.70303 -5.72174 -6.60548 0.0 0.0 0.1
H 4.58701 -3.52234 -6.12085 0.1 0.1 0.3
H 7.63615 -3.25395 -6.35001 -0.1 -0.1 0.0
H 6.45958 -2.02136 -6.78441 0.0 -0.2 0.0
H 6.53052 -3.53604 -7.71473 0.0 0.0 0.1
H 6.62714 -3.29517 -4.15115 -0.4 0.1 -0.2
C -2.93432 -0.30092 -7.00717 0.0 -0.1 -0.4
C -2.95674 -1.29797 -5.85954 0.2 0.6 0.2
C -3.69193 -0.73739 -4.65255 -0.2 -0.2 0.2
O -1.61903 -1.62175 -5.48912 0.2 -0.1 0.0
H -2.41473 0.61916 -6.71689 -0.1 -0.1 0.1
H -2.39140 -0.71307 -7.86442 -0.1 0.0 0.1
H -3.94912 -0.04330 -7.32602 0.1 0.0 0.0
H -3.43963 -2.22514 -6.18683 0.3 0.0 0.1
H -3.19919 0.16722 -4.27882 0.0 0.0 -0.2
H -3.68941 -1.46090 -3.83029 0.0 0.0 -0.2
H -4.72945 -0.49293 -4.90087 0.1 0.0 0.1
H -1.18238 -0.80430 -5.19718 -0.2 -0.3 -0.1
C -5.53857 3.46520 8.22156 0.0 -0.1 -0.4
C -5.56098 2.46816 9.36919 0.1 0.7 0.2
C -6.29618 3.02874 10.57618 -0.2 -0.2 0.2
O -4.22328 2.14438 9.73962 0.3 -0.1 0.1
H -5.01897 4.38528 8.51184 -0.1 0.0 0.1
H -4.99564 3.05306 7.36432 -0.1 0.0 0.1
H -6.55337 3.72282 7.90271 0.1 0.0 0.0
H -6.04388 1.54099 9.04190 0.3 0.0 0.1
H -5.80344 3.93335 10.94991 0.0 0.0 -0.2
H -6.29366 2.30522 11.39844 0.0 0.1 -0.2
H -7.33369 3.27319 10.32786 0.1 0.0 0.1
H -3.78663 2.96183 10.03155 -0.2 -0.3 -0.1
C 6.62593 1.58211 -6.90219 -0.4 -0.1 0.0
C 7.58622 0.95711 -5.90276 0.3 0.4 -0.5
C 8.69312 1.92558 -5.51748 0.2 0.0 0.3
O 8.16211 -0.21612 -6.47141 0.1 -0.2 -0.1
H 7.14602 1.85554 -7.82714 0.1 0.1 0.1
H 5.84181 0.86961 -7.17971 0.1 0.1 0.1
H 6.15415 2.47884 -6.48850 0.0 -0.1 -0.1
H 7.03648 0.65075 -5.00616 0.1 -0.2 -0.2
H 9.28648 2.21119 -6.39335 -0.2 0.0 0.0
H 9.38349 1.45806 -4.80726 -0.2 0.1 -0.1
H 8.28325 2.83256 -5.06223 0.1 -0.1 -0.1
H 8.65223 0.04626 -7.26832 -0.2 -0.1 0.4

Record 2
17
Properties=species:S:1:pos:R:3:forces:R:3 method="wB97M-V/def2-TZVPD" lumo_energy_ev=4.24 homo_energy_ev=-2.938 multiplicity=1 e_above_lowest_kj_mol=127.54 total_charge=-1 fmax_ev_per_a=1.413 homo_lumo_gap_ha=0.2639
C -2.45982 0.06205 0.44452 0.5 0.1 -0.5
N -1.93243 -1.09053 -0.29653 0.1 0.2 0.4
C -0.56769 -1.27308 -0.29324 0.4 -0.4 -0.1
N -0.00391 -2.04567 -1.14413 -0.4 0.1 -0.3
H -2.80326 -0.21306 1.44452 -0.2 0.0 -0.1
H -1.65666 0.79938 0.53911 0.0 0.0 0.2
H -3.25299 0.52177 -0.14898 -0.2 -0.1 0.3
H -2.37155 -1.30279 -1.17865 0.1 -0.1 0.1
H -0.01027 -0.68550 0.45541 -0.6 0.0 -0.2
H 0.99940 -1.95898 -1.04755 0.1 -0.1 0.2
N 2.48812 0.89097 -0.61587 0.6 0.4 -0.5
C 1.77381 0.88100 0.69378 -1.3 -0.5 -0.2
O 0.45695 1.16276 0.54163 0.6 0.6 0.2
H 1.85769 1.36118 -1.25556 -0.4 -0.1 0.0
H 3.29674 1.50999 -0.60105 0.1 -0.1 0.3
H 1.88573 -0.17300 1.06006 0.4 0.1 0.3
H 2.30013 1.55352 1.40254 0.2 0.0 0.1